No. 1
# C3H8N3

A gas-phase ion, C3H8N3 (charge +1) in a non-equilibrium geometry (wB97M-V/def2-TZVPD, the Open Molecules 2025 dataset).

Geometry (Å):
C: 2.46740 0.35282 -0.37916
N: 1.85260 -0.45775 0.29908
N: 0.70058 -0.96759 0.02738
C: -0.36048 -0.29883 0.04800
C: -0.71870 1.06655 0.45489
N: -1.65104 -1.25521 -0.11156
H: 2.23679 0.81710 -1.43730
H: 3.40895 0.71519 -0.09241
H: -1.69086 1.26453 0.36253
H: 0.00721 1.80213 -0.18528
H: -0.56637 1.16157 1.45988
H: -2.51026 -0.73249 0.27681
H: -1.41673 -2.09957 0.36536
H: -1.75910 -1.36844 -1.08822

Cartesian forces (eV/Å) of the 2 atoms listed first:
C 0.926 2.663 -4.430
N 0.445 -0.494 2.382

Values from the calculation:
HOMO-LUMO gap: 0.37820 hartree
SMILES: C=N/N=C(\C)[NH3+]
HOMO: -14.0293 eV
Total charge: +1

***

No. 2
# C22H32N2O2

C22H32N2O2 in the gas phase (wB97M-V/def2-TZVPD, the Open Molecules 2025 dataset).

Geometry (Å):
C: 2.11969 3.46179 -3.63826
C: 2.09444 2.01308 -4.02688
C: 3.25011 1.41257 -4.51053
C: 3.26758 0.08346 -4.89340
C: 2.11009 -0.66862 -4.80642
C: 0.95166 -0.08092 -4.33127
C: 0.92597 1.25159 -3.93453
C: -0.34812 1.81318 -3.36650
C: -0.39500 1.62378 -1.84088
N: -0.31844 0.22944 -1.47184
C: -1.40466 -0.47733 -1.08080
O: -2.48967 0.02922 -0.90530
C: -1.10737 -1.96387 -0.84054
C: -2.40669 -2.74206 -0.59014
C: -2.40700 -3.42860 0.77695
C: -2.02378 -2.43989 1.86198
O: -2.69243 -2.25362 2.85763
N: -0.85881 -1.79702 1.60085
C: -0.37242 -0.73257 2.47758
C: -0.16831 -1.25674 3.90445
C: 1.00489 -0.57791 4.60901
C: 0.73036 0.85427 5.06005
C: 0.25578 1.79312 3.95120
C: -1.17906 1.50194 3.50543
C: -1.31226 0.47742 2.37817
C: -0.16977 -2.10451 0.37418
H: 1.44124 4.03748 -4.26753
H: 3.12071 3.86872 -3.75739
H: 1.81366 3.60053 -2.60293
H: 4.15468 1.99901 -4.58847
H: 4.17961 -0.36036 -5.26377
H: 2.10710 -1.70501 -5.11035
H: 0.04094 -0.66228 -4.27651
H: -0.44374 2.87517 -3.58883
H: -1.20456 1.29368 -3.80019
H: 0.43433 2.15672 -1.36591
H: -1.34098 2.00206 -1.44825
H: 0.51992 -0.25714 -1.75075
H: -0.58194 -2.34686 -1.72158
H: -3.23522 -2.03007 -0.62068
H: -2.56918 -3.48428 -1.37282
H: -3.39825 -3.81905 1.00571
H: -1.70053 -4.26290 0.78786
H: 0.61260 -0.45182 2.08755
H: 0.04388 -2.32684 3.83889
H: -1.08556 -1.14541 4.47862
H: 1.87338 -0.58659 3.94362
H: 1.26832 -1.16546 5.49187
H: -0.02462 0.84111 5.84930
H: 1.64982 1.25562 5.49543
H: 0.93561 1.74392 3.09859
H: 0.29832 2.81361 4.34060
H: -1.64446 2.42731 3.15876
H: -1.74892 1.16559 4.37242
H: -2.33850 0.11025 2.37148
H: -1.13389 0.96469 1.41637
H: 0.21072 -3.13501 0.40533
H: 0.68876 -1.43756 0.27339

Cartesian forces (eV/Å) of the 2 atoms listed first:
C -0.036 -0.024 -0.026
C 0.074 -0.051 -0.027

Values from the calculation:
HOMO-LUMO gap: 0.34696 hartree
SMILES: Cc1ccccc1CCNC(=O)[C@@H]1CCC(=O)N(C2CCCCCC2)C1
HOMO: -8.9227 eV
Total charge: 0

***

No. 3
# C3H3NO2S

C3H3NO2S in the gas phase in a non-equilibrium geometry (wB97M-V/def2-TZVPD, the Open Molecules 2025 dataset).

Geometry (Å):
C: -0.83695 -0.81320 0.03939
C: 0.41152 -1.21810 -0.04254
C: 0.16636 1.17995 -0.01001
N: -0.97325 0.56984 0.03402
O: -2.09266 1.11190 -0.15532
O: 2.69828 0.28145 -0.62780
S: 1.68182 0.11172 0.37871
H: -1.82753 -1.31542 0.06562
H: 0.63167 -2.26780 0.29361
H: 0.14073 2.35965 0.02432

Cartesian forces (eV/Å) of the 2 atoms listed first:
C -1.297 -1.196 -0.088
C 1.458 -2.217 2.173

Values from the calculation:
HOMO-LUMO gap (alpha / beta): 0.31008 / 0.31011 hartree
HOMO (alpha / beta): -9.3732 / -9.3739 eV
Total charge: 0

***

No. 4
# C2H7N2O

A molecular structure, C2H7N2O in a non-equilibrium geometry (wB97M-V/def2-TZVPD, the Open Molecules 2025 dataset).

Geometry (Å):
C: 1.20594 -0.01765 -0.17242
C: -0.78736 -0.39772 0.01816
N: 0.18370 -0.66624 -0.97045
N: 0.23981 -0.09603 0.98823
O: -1.60237 0.87744 -0.14002
H: 1.98171 -0.66893 0.06537
H: 1.60528 0.91721 -0.41983
H: -1.60574 -1.07404 0.13168
H: -0.12885 -0.25597 -1.83540
H: 0.40344 -0.61464 1.96847
H: -0.08373 0.85486 1.38851
H: -1.41183 1.14169 -1.02228

Cartesian forces (eV/Å) of the 2 atoms listed first:
C -0.315 -1.512 0.632
C -3.431 1.253 -1.303

Values from the calculation:
HOMO-LUMO gap: 0.42753 hartree
HOMO: -15.5203 eV
Total charge: +1

***

No. 5
# H6O3

3 unconnected molecules or ions with the total composition H6O3 in a non-equilibrium geometry (wB97M-V/def2-TZVPD, the Open Molecules 2025 dataset).

Geometry (Å):
O: 1.00711 2.29289 -0.06789
H: 1.21811 1.32989 -0.10089
H: 0.10411 2.58789 -0.34089
O: -1.62689 -1.13311 0.33711
H: -1.80089 -2.08811 0.30211
H: -2.43289 -0.81411 -0.21489
O: 1.39211 -0.53011 0.12111
H: 1.53011 -1.14011 -0.62789
H: 0.60911 -0.50511 0.59211

Cartesian forces (eV/Å) of the 2 atoms listed first:
O -0.292 0.603 -0.015
H -0.944 0.741 -0.327

Values from the calculation:
HOMO-LUMO gap: 0.40249 hartree
SMILES: O.O.O
HOMO: -10.5958 eV
Total charge: 0

***

No. 6
# CH6FFeO6

A molecular structure, CH6FFeO6 in a non-equilibrium geometry (wB97M-V/def2-TZVPD, the Open Molecules 2025 dataset).

Geometry (Å):
Fe: 0.04506 -0.57746 -0.25198
F: -0.43154 -2.43920 -0.47593
C: 1.88312 1.15799 -0.52120
O: 0.78112 1.38244 0.20407
O: 1.91001 -0.07705 -1.00676
O: 2.75972 2.00668 -0.72375
O: 0.56181 -1.07950 1.89665
H: 1.32176 -0.50386 2.05127
H: 0.43956 -1.60547 2.68939
O: -0.93345 0.15520 -1.96028
H: -1.66386 0.77577 -2.00502
H: -0.42825 0.25697 -2.77345
O: -1.92394 0.00058 0.65971
H: -2.07840 0.94710 0.74471
H: -2.24272 -0.40018 1.47256

Cartesian forces (eV/Å) of the 2 atoms listed first:
Fe 0.690 -0.379 0.064
F -0.156 0.405 0.133

Values from the calculation:
HOMO-LUMO gap (alpha / beta): 0.21528 / 0.21595 hartree
HOMO (alpha / beta): -3.0883 / -3.1462 eV
2S+1: 5
⟨S²⟩: 6.0070
Total charge: -1

***

No. 7
# C23H43Cl3CrN3O4Si

A molecular structure, C23H43Cl3CrN3O4Si in a non-equilibrium geometry (wB97M-V/def2-TZVPD, the Open Molecules 2025 dataset).

Geometry (Å):
C: 4.95999 -0.04821 0.43796
C: 4.27924 1.10221 -0.23754
H: 5.83509 -0.36711 -0.14183
H: 4.24501 -0.87865 0.51930
H: 5.33096 0.18931 1.45424
C: 4.80114 1.81724 -1.22358
C: 6.19607 1.61946 -1.73562
H: 4.24515 2.65850 -1.65676
H: 6.40538 0.56091 -1.92522
H: 6.93533 1.97375 -1.00633
H: 6.34652 2.17865 -2.66178
Cr: 0.38656 -1.11220 -0.28894
Cl: 0.29843 0.03753 1.89981
Cl: 1.22648 -2.79145 2.41502
H: -4.77579 -2.83121 0.74995
H: -4.24482 -2.40543 3.17973
C: -3.78628 -3.28352 0.58987
C: -3.36444 -3.05066 3.01068
N: -2.88525 -2.86526 1.64773
H: -3.41655 -3.00155 -0.39849
C: -1.72627 -2.27782 1.36745
O: -1.23727 -2.23885 0.19766
H: -2.57591 -2.79786 3.73362
H: -1.21934 -1.79731 2.20409
H: -3.96046 -4.36623 0.64139
H: -3.67917 -4.09581 3.13882
H: 3.06399 -1.10740 -3.42174
H: 2.06726 1.57317 -4.21589
C: 2.21587 -1.35913 -4.06912
C: 1.39316 0.87990 -4.73797
N: 1.18620 -0.33633 -3.96840
H: 1.82728 -2.33370 -3.76203
C: 0.10121 -0.46417 -3.18539
O: -0.08554 -1.39384 -2.35803
H: 0.43453 1.38548 -4.88477
H: -0.64890 0.33568 -3.33577
H: 2.55036 -1.36480 -5.10682
H: 1.83277 0.60883 -5.70374
O: 2.04559 0.42411 -0.28089
C: 2.84924 1.36631 0.25910
C: 1.75324 2.97972 -1.34765
C: 2.18105 2.70557 -0.04998
H: 2.05550 2.28248 -2.14181
C: 0.97022 4.10503 -1.59233
H: 2.90956 1.24925 1.35419
C: 1.88911 3.57453 0.99405
H: 0.65282 4.29163 -2.62812
C: 0.67082 4.98320 -0.55023
C: 1.12107 4.71509 0.75183
H: 2.29821 3.36006 1.99001
H: 0.10257 5.89459 -0.77779
H: 0.90676 5.43382 1.54609
Si: 1.42183 -4.72761 1.80699
Cl: 2.29188 -1.84788 -1.12346
C: 0.51185 -4.84845 0.13281
C: 0.64621 -5.78074 3.13837
C: 3.21001 -4.93098 1.29803
H: 0.41230 -3.83375 -0.28240
H: -0.48396 -5.29916 0.21988
H: 1.12379 -5.45034 -0.56171
H: 3.26172 -4.85443 0.20250
H: 3.63046 -5.88889 1.59605
H: 3.83162 -4.11958 1.70464
H: -0.37338 -5.43150 3.35609
H: 1.22766 -5.70579 4.06725
H: 0.59710 -6.83498 2.84291
C: -3.56951 1.15821 0.06072
N: -2.38551 2.01253 0.09281
C: -2.49322 3.27573 0.80551
C: -1.19173 1.46610 -0.13997
O: -1.06526 0.31904 -0.63097
H: -4.43826 1.82249 0.06261
H: -3.61770 0.51804 0.95825
H: -3.57550 0.52922 -0.83801
H: -2.19952 3.15016 1.86001
H: -1.84170 4.02571 0.34149
H: -3.53638 3.60046 0.75632
H: -0.32734 2.08081 0.14580

Cartesian forces (eV/Å) of the 2 atoms listed first:
C 0.245 -0.210 0.022
C -0.811 0.639 0.213

Values from the calculation:
HOMO-LUMO gap (alpha / beta): 0.23649 / 0.25432 hartree
HOMO (alpha / beta): -6.5451 / -6.6533 eV
2S+1: 4
⟨S²⟩: 3.8485
Total charge: 0

***

No. 8
# C5H7NO

C5H7NO in the gas phase in a non-equilibrium geometry (wB97M-V/def2-TZVPD, the Open Molecules 2025 dataset).

Geometry (Å):
O: -2.34939 -0.56740 0.07686
C: -1.82976 -0.01046 -0.91341
C: -0.48647 -0.15179 -1.29219
C: 1.39905 -0.01030 -0.25139
C: 0.85917 0.81913 0.86696
C: 0.26305 -0.59447 0.99977
N: 0.42876 -0.96707 -0.55432
H: -2.42934 0.68465 -1.53414
H: -0.07626 0.33898 -2.16581
H: 2.45106 -0.31494 -0.24870
H: 0.15614 1.62225 0.67073
H: 1.61489 1.09676 1.60313
H: -0.84110 -0.65677 1.13602
H: 0.84022 -1.28857 1.60649

Cartesian forces (eV/Å) of the 2 atoms listed first:
O 0.091 0.157 -0.519
C -0.473 0.106 0.087

Values from the calculation:
HOMO-LUMO gap (alpha / beta): 0.23836 / 0.30129 hartree
HOMO (alpha / beta): -7.5243 / -8.2526 eV
Total charge: 0